# 1
DFT (the ωB97M-V functional and the def2-TZVPD basis) results for a single C4H8N2S2 molecule.

Lowest unoccupied orbital energy: 0.23 eV
Calculated total energy: -1062.94225 hartree
Frontier orbital gap: 8.395 eV
Net charge: 0
Structure (SMILES): C=C/C(=N/SC)NS

Each line ends with the Mulliken charge.
Cartesian coordinates (Å):
H 0.9616 -3.2492 1.9343  0.25
H 0.4330 3.9841 -1.7935  0.25
C 0.4812 3.3982 -0.6614  -0.67
H -0.0017 3.8967 0.1839  0.26
N 0.5218 0.8262 -0.0200  -0.38
C 0.3235 -2.5777 1.3664  -0.73
C 0.0370 -0.3531 0.0421  0.63
N -1.0910 -0.7809 -0.6092  -0.47
C 0.8320 -1.3179 1.0278  -0.15
H 1.7459 -0.6758 1.6150  0.24
S -1.3425 -2.2854 -1.6518  -0.09
H -0.7179 -2.8159 1.3405  0.30
H -1.6989 -3.0245 -0.4391  0.14
H 1.6263 3.0330 -0.3724  0.23
H -1.7772 0.0364 -0.8074  0.27
S -0.3331 1.9058 -1.1551  -0.08

***

# 2
DFT (the ωB97M-V functional and the def2-TZVPD basis) results for a single C21H25NO7 molecule.

Lowest unoccupied orbital energy: -0.38 eV
Calculated total energy: -1396.74178 hartree
Frontier orbital gap: 8.560 eV
Net charge: 0
Structure (SMILES): COC(=O)c1ccc(C(=O)OC)c(NC(=O)COC(=O)C[C@@H]2C[C@H]3CC[C@@H]2C3)c1

Each line ends with the Mulliken charge.
Cartesian coordinates (Å):
O 0.1361 -0.5644 0.7700  -0.60
H 3.0825 0.2625 -2.1311  0.38
H -8.8572 0.1066 0.1822  0.30
H 3.4415 -2.2443 -1.2483  0.47
C 3.7349 0.9563 -0.1470  0.34
O -7.1001 -0.7908 -0.4437  -0.29
H 6.2671 0.8159 -0.9508  0.42
O -2.6911 3.4204 0.0461  -0.66
H 1.3290 -2.7462 0.0598  0.10
H -0.6491 1.0737 0.6110  0.00
H -4.1870 1.8506 -0.0318  0.76
C -2.5581 0.4817 0.2680  0.21
H 2.0403 -0.2446 -0.8034  -0.36
C 4.8290 0.1247 0.5433  -0.24
H 4.1746 1.7817 -0.7115  0.52
H 5.8731 -2.0299 -1.5210  0.37
C 2.7355 1.5532 0.8421  -0.77
O 0.6847 2.6805 0.9574  -0.36
H 2.1757 0.7780 1.3656  0.05
C -3.1978 -1.8593 0.2367  -0.78
C 3.0765 -0.0703 -1.0949  -0.39
N -1.5774 1.4465 0.3956  0.04
C 5.3110 -1.0966 -1.4726  -1.06
H -0.0491 3.9448 -0.4968  0.34
C -4.5128 -1.5186 0.0203  -0.98
C -1.6840 2.7975 0.2815  0.59
O -0.6668 -2.6374 0.6049  -0.38
C -0.8118 -1.3110 0.5977  1.17
C 0.6488 -3.1247 0.8250  -0.54
C -2.2040 -0.8837 0.3646  0.21
C 5.9508 -0.1110 -0.4743  -1.07
C 4.1919 -1.2625 0.6186  -0.88
C 3.9159 -1.3335 -0.8823  0.02
H 4.8829 -2.0290 0.9657  0.41
C -4.8620 -0.1710 -0.0746  0.27
H -0.4972 4.3376 1.1824  0.38
H -2.9133 -2.8965 0.3132  0.48
H 5.2546 -0.6860 -2.4797  0.37
O 1.8591 2.9369 -0.9405  -0.61
O -6.6398 1.3991 -0.3463  -0.59
H 0.5815 -4.2080 0.7742  0.30
C -6.2709 0.2542 -0.2994  0.48
H 3.2872 -1.2883 1.2217  0.20
H -5.2711 -2.2782 -0.0748  0.48
H -8.9912 -1.4128 -0.7582  0.23
H 3.2558 2.1553 1.5923  0.40
H 1.0108 -2.8108 1.8063  0.29
C -3.8953 0.8150 0.0466  -0.67
H 5.1748 0.5501 1.4844  0.58
C -8.4653 -0.4666 -0.6606  -0.69
C 1.7476 2.4561 0.1530  0.67
H 6.8214 -0.5529 0.0116  0.37
C -0.3483 3.5202 0.4709  -0.59
H -8.5737 0.1297 -1.5688  0.30

***

# 3
DFT (the ωB97M-V functional and the def2-TZVPD basis) results for a molecular structure, C6H5NO2.

Lowest unoccupied orbital energy (alpha / beta): -1.24 / -1.24 eV
Calculated total energy: -436.48484 hartree
Frontier orbital gap (alpha / beta): 7.324 / 7.325 eV
Net charge: 0

Each line ends with the Mulliken charge.
Cartesian coordinates (Å):
H -0.3527 1.9346 -1.0415  0.46
H -2.0905 -0.0725 -1.5769  0.33
C 0.8548 -0.3087 0.9351  -0.70
C 1.0351 0.2022 -0.5512  0.24
H 1.4978 -1.1232 1.2674  0.46
C 0.3977 -1.0073 -1.3939  -0.58
C -1.0623 -0.1197 -1.0152  -0.40
H -1.1597 -2.2065 -0.1636  0.37
H 2.0707 0.6545 -0.8206  0.36
C -0.2163 0.9456 -0.7260  -0.21
O -0.2678 0.2871 2.8016  -0.64
O -0.3347 1.6050 1.0439  -0.52
N 0.1785 0.5567 1.6734  0.83
C -0.5506 -1.3478 -0.4326  -0.01

***

# 4
DFT (the ωB97M-V functional and the def2-TZVPD basis) results for a molecular structure, C26H38ClKNO2P.

Lowest unoccupied orbital energy: 0.08 eV
Calculated total energy: -2620.26185 hartree
Frontier orbital gap: 8.712 eV
Net charge: 0

Each line ends with the Mulliken charge.
Cartesian coordinates (Å):
P 0.1807 -0.1351 3.2525  -0.12
H -2.0109 1.0920 1.6615  -0.07
H 2.5411 -0.8195 1.8713  0.47
H 3.8530 -1.3699 -1.3328  0.43
H 1.7444 0.2565 5.7389  0.19
H -0.3026 -0.2841 5.6464  0.46
H -1.5225 -1.7275 7.3410  0.31
C -2.1291 2.4140 5.2230  -0.60
H -2.5300 1.4179 5.4213  0.00
C 3.8936 -3.1908 -2.4763  -0.67
C 4.7221 0.6984 4.0803  -0.78
H 0.5134 -3.8106 6.5452  0.47
C -0.3632 -0.9913 4.8133  0.34
H -4.0865 2.9923 4.5312  0.34
C 2.8819 -0.6128 2.8867  -1.08
C -0.6903 1.5278 3.3150  0.36
H 0.7663 -2.2315 7.2710  0.28
C 4.3279 -0.1009 2.8232  -0.80
H 4.1916 0.7685 6.1837  0.52
O 0.1649 -0.2402 -1.9766  -0.83
H 2.0237 1.3313 2.9587  0.71
C 3.2891 -2.0680 -1.9369  -0.18
C -2.1153 -2.7169 5.5286  -0.88
H 3.8926 -0.7772 5.4035  0.27
C 3.1296 -4.0747 -3.2237  0.47
H 0.1495 -2.4950 -3.0899  0.40
C 1.9452 0.4123 3.5527  0.70
H 1.2064 -4.5483 -4.0393  0.40
H -2.0255 -1.7235 3.6129  0.26
H -3.7605 2.7069 2.2475  0.41
C 2.3887 0.7342 4.9983  -0.82
O 1.8532 -0.0834 -0.5449  -1.00
C 3.8378 0.3058 5.2600  -0.96
H 1.5918 -1.9282 5.0886  -0.17
C 0.5338 -2.1924 5.1206  -0.65
H -2.2056 3.5221 2.2793  0.34
H 2.3089 1.8116 5.1632  0.34
H -1.8520 -3.6276 4.9848  0.35
C -2.0944 1.4172 2.7009  0.06
H 4.6034 1.7710 3.8980  0.34
Cl 3.8816 -5.4980 -3.8813  -0.23
H -3.1838 -2.7651 5.7438  0.44
C -1.3064 -2.6653 6.8214  -0.67
N -2.4539 -0.9816 -1.4397  -0.08
C -2.3710 -1.4265 -0.3723  -0.27
C 1.7830 -3.8467 -3.4520  -0.69
H -0.0923 2.1242 2.6115  0.57
H -2.6898 0.6658 3.2200  0.07
C 1.9398 -1.8186 -2.1577  -0.01
H -0.0560 1.8270 5.3897  0.21
H -2.5011 -0.6786 4.9500  0.05
K -0.2200 0.3697 0.2764  0.69
H -2.0953 2.9373 6.1802  0.50
C -1.8219 -1.4820 4.6604  -0.90
H 0.3797 -2.9502 4.3473  0.41
H -2.8709 4.2445 4.3653  0.33
C 0.1971 -2.7661 6.5065  -0.95
H 4.4444 0.5199 1.9323  0.24
C -2.8115 2.7635 2.7834  -0.92
C -0.7142 2.2953 4.6573  -0.91
H -1.6021 -3.4758 7.4891  0.42
H -2.3665 -0.6185 -2.3675  0.33
C 1.2789 -0.6118 -1.5291  0.78
H 5.7744 0.5374 4.3198  0.43
C 1.1962 -2.7089 -2.9198  -0.18
H 4.9952 -0.9568 2.6997  0.44
H 2.8411 -1.5578 3.4359  0.21
C -3.0459 3.1725 4.2543  -0.82
H -0.3336 3.3083 4.4949  0.48
H 4.9437 -3.3969 -2.3199  0.41

***

# 5
DFT (the ωB97M-V functional and the def2-TZVPD basis) results for a gas-phase ion, C4H12NOS (charge +1).

Lowest unoccupied orbital energy: -3.40 eV
Calculated total energy: -687.49342 hartree
Frontier orbital gap: 9.152 eV
Net charge: +1
Structure (SMILES): [NH3+][C@H](CO)CCS

Each line ends with the Mulliken charge.
Cartesian coordinates (Å):
N -1.1769 -1.5306 0.4463  -0.35
O 1.3296 -2.3354 0.0547  -0.56
C 0.0412 2.0564 -0.4357  -0.50
H 0.0845 2.9863 0.0179  0.44
H -0.0916 -0.7337 -1.1219  0.21
H 2.0966 -0.4162 0.0732  0.46
H -2.1356 -1.2335 0.1848  0.38
H -1.5629 0.8321 0.6408  0.37
H -0.8633 -2.4158 -0.0161  0.40
H 1.3713 -0.8852 1.6049  0.34
H 1.1628 1.6560 -0.5689  0.22
H 2.1233 -2.4662 -0.5704  0.36
S -1.0500 2.2255 -1.9596  -0.24
C -0.4552 0.9178 0.4233  -0.92
H -1.1005 -1.7550 1.4588  0.35
H 0.0144 1.0127 1.5359  0.30
C -0.0989 -0.4986 0.0068  0.29
C 1.2472 -0.9547 0.4674  -0.73
H -0.9362 3.5381 -2.2421  0.18

***

Repeat the third record exactly.
DFT (the ωB97M-V functional and the def2-TZVPD basis) results for a molecular structure, C6H5NO2.

Lowest unoccupied orbital energy (alpha / beta): -1.24 / -1.24 eV
Calculated total energy: -436.48484 hartree
Frontier orbital gap (alpha / beta): 7.324 / 7.325 eV
Net charge: 0

Each line ends with the Mulliken charge.
Cartesian coordinates (Å):
H -0.3527 1.9346 -1.0415  0.46
H -2.0905 -0.0725 -1.5769  0.33
C 0.8548 -0.3087 0.9351  -0.70
C 1.0351 0.2022 -0.5512  0.24
H 1.4978 -1.1232 1.2674  0.46
C 0.3977 -1.0073 -1.3939  -0.58
C -1.0623 -0.1197 -1.0152  -0.40
H -1.1597 -2.2065 -0.1636  0.37
H 2.0707 0.6545 -0.8206  0.36
C -0.2163 0.9456 -0.7260  -0.21
O -0.2678 0.2871 2.8016  -0.64
O -0.3347 1.6050 1.0439  -0.52
N 0.1785 0.5567 1.6734  0.83
C -0.5506 -1.3478 -0.4326  -0.01

***

net charge of number 2 (C21H25NO7)?
0